[1]
Formula: C26H35BrFeGeNO5
Source: the Open Molecules 2025 dataset
Level of theory: wB97M-V/def2-TZVPD

The geometry in XYZ format:
```
70
Properties=species:S:1:pos:R:3:forces:R:3
Fe 0.307 0.434 -0.410 0.5001 0.0774 -0.7441
C 2.389 -2.720 -0.253 -0.1670 0.2589 -0.4569
C 2.211 -2.072 -1.635 0.8081 -0.3427 0.1089
C 2.141 -3.148 -2.722 -0.1647 0.3775 0.2146
C 3.373 -1.112 -1.921 -0.4096 -0.1339 0.0864
O 1.003 -1.350 -1.592 -1.5120 1.2045 -0.0382
Ge -0.200 -0.741 -3.057 0.2075 0.2659 1.0876
O 0.461 1.010 -2.607 0.0814 -1.3424 0.9721
C 0.152 2.279 -3.143 -0.2501 0.8440 -0.2558
C 1.234 2.653 -4.164 -0.2508 -0.2463 0.3201
C -1.228 2.276 -3.807 0.3096 -0.1871 0.1897
C 0.168 3.267 -1.969 0.1185 -0.4357 -0.2815
O -1.473 -0.394 -1.545 1.9391 0.8960 -0.1797
C -2.479 -1.227 -1.028 -0.6275 -0.5196 0.5180
C -1.877 -2.508 -0.440 -0.0252 0.4064 -0.2393
C -3.168 -0.419 0.081 0.2404 -0.1249 -0.4019
C -3.452 -1.586 -2.157 0.3803 0.2234 0.1811
H 3.338 -3.244 -0.171 0.1334 -0.0067 -0.0053
H 1.583 -3.427 -0.073 -0.1163 -0.0389 0.1001
H 2.352 -1.931 0.498 0.0418 -0.0101 0.1924
H 3.012 -3.795 -2.670 0.1028 -0.0748 -0.0754
H 2.100 -2.671 -3.701 0.0558 -0.0678 -0.1497
H 1.241 -3.747 -2.597 -0.0573 -0.1156 0.0480
H 4.325 -1.633 -1.883 0.1529 -0.0360 -0.0225
H 3.375 -0.313 -1.180 0.0725 0.0778 0.0826
H 3.245 -0.660 -2.904 0.0399 0.0593 -0.0883
H 1.202 1.959 -5.004 0.0243 -0.0114 -0.0943
H 2.209 2.580 -3.689 0.1408 0.0315 0.0154
H 1.090 3.666 -4.529 -0.0165 0.0986 -0.0809
H -1.234 1.583 -4.649 -0.0549 -0.0023 -0.1168
H -1.482 3.270 -4.165 -0.0469 0.0877 -0.0796
H -1.978 1.952 -3.088 -0.1321 -0.0053 0.0722
H 1.147 3.250 -1.496 0.1001 0.0831 0.0859
H -0.569 2.951 -1.226 -0.1355 0.1316 0.0303
H -0.057 4.276 -2.300 -0.0685 0.1248 0.0265
H -1.199 -2.254 0.376 0.0690 -0.0843 0.1235
H -1.306 -3.024 -1.212 0.0381 -0.1325 0.0315
H -2.665 -3.162 -0.071 -0.0007 -0.0828 0.0715
H -2.406 -0.033 0.762 -0.0290 -0.0667 0.1453
H -3.870 -1.028 0.642 -0.1239 -0.0782 0.1193
H -3.692 0.433 -0.345 -0.0972 0.1150 -0.0501
H -2.917 -2.174 -2.902 -0.1039 -0.0937 -0.0947
H -3.806 -0.673 -2.630 -0.1142 0.0688 -0.0600
H -4.301 -2.157 -1.789 -0.0590 -0.0631 0.0314
Br 0.666 -2.784 3.333 0.2487 0.0629 0.0297
C 2.066 -1.513 3.254 0.0507 -0.8529 0.2183
C 3.361 -1.844 3.511 -0.5551 0.0724 -0.0070
C 4.374 -0.888 3.340 0.1422 0.1774 0.0092
C 4.029 0.330 2.760 -0.1848 0.0443 0.0763
C 2.729 0.641 2.457 0.5492 0.4520 -0.2407
N 1.697 -0.239 2.835 0.5142 -0.2444 -0.2360
C 2.409 1.778 1.533 0.9419 -0.1595 0.2115
O 3.188 2.708 1.419 -0.3869 -0.1841 0.0681
O 1.328 1.600 0.856 -1.5263 -0.6016 -1.6058
H 3.598 -2.844 3.834 -0.0964 -0.1241 0.0038
H 5.394 -1.122 3.593 0.1122 -0.0155 -0.0035
H 4.774 1.060 2.487 0.0215 0.0647 -0.0744
C 0.439 0.183 2.924 -1.6747 0.5698 0.6626
C -0.680 0.584 3.175 1.7105 -0.7246 -0.6317
C -1.965 1.056 3.487 -0.8043 0.3728 0.2377
C -2.218 2.434 3.518 0.1022 -0.2030 0.0065
C -3.465 2.898 3.886 -0.1073 0.0875 0.0394
C -4.475 2.006 4.219 0.0326 0.0187 -0.0913
C -4.236 0.641 4.170 -0.1012 0.0723 0.1170
C -2.991 0.163 3.816 0.1980 0.1113 -0.0998
H -1.418 3.121 3.278 0.0234 0.0301 -0.0362
H -3.651 3.962 3.929 0.0037 0.0249 -0.0215
H -5.443 2.377 4.514 -0.1418 0.0362 0.0370
H -5.022 -0.049 4.436 -0.0746 -0.0969 0.0055
H -2.788 -0.897 3.800 0.0090 -0.1198 -0.0137
```
Positions in Å, forces in eV/Å.

The electronic energy is -7357.32905 Eh. The calculation puts the HOMO energy (spin up / spin down) at -6.211 / -8.427 eV. The spin multiplicity is 6.

Atom charges from the Mulliken analysis, given in e for atoms 1 to 2: atom 1 (Fe): 1.4539, atom 2 (C): -1.1447



[2]
Formula: C26H35EuO5S
Source: the Open Molecules 2025 dataset
Level of theory: wB97M-V/def2-TZVPD

The geometry in XYZ format:
```
68
Properties=species:S:1:pos:R:3:forces:R:3
O 0.336 1.340 -0.570 -0.0568 1.0182 0.5643
C 0.138 2.536 0.293 -0.1197 -0.1716 0.2463
C 0.297 3.501 -0.877 -0.0750 -0.2211 0.1539
H 0.941 2.603 1.040 -0.3459 -0.1097 -0.1165
H -0.862 2.526 0.750 0.3841 -0.1483 0.0057
C 0.589 2.248 -1.725 0.2192 0.2426 -0.6378
H 1.113 4.219 -0.757 -0.1877 -0.2095 -0.1182
H -0.632 4.011 -1.152 0.2505 -0.0766 0.0302
C 2.032 2.141 -2.179 0.0932 -0.1946 -0.1398
H 2.724 2.156 -1.326 -0.2034 0.0100 -0.1767
H 2.280 2.986 -2.839 -0.1440 -0.1963 0.1972
H 2.181 1.216 -2.748 0.0763 0.1578 0.1798
C -0.401 1.988 -2.844 -0.0037 -0.1405 -0.0340
H -1.429 2.179 -2.509 0.2530 -0.1103 -0.1052
H -0.323 0.948 -3.191 -0.0504 0.2664 0.0986
H -0.177 2.651 -3.692 -0.0531 -0.1370 0.2417
Eu -0.334 -0.877 0.199 -0.9335 -1.9005 -1.0488
C -2.805 -1.876 -0.654 0.1348 0.3276 0.3794
C -3.039 -1.518 0.708 0.2143 0.2290 -0.3934
C -3.052 -0.100 0.799 0.3616 -0.1299 -0.1405
H -3.217 -2.205 1.533 0.1969 0.3654 -0.2275
C -2.857 0.426 -0.512 0.3284 -0.4473 0.0175
C -2.701 -0.671 -1.410 0.2136 0.1636 0.4325
H -2.602 -0.601 -2.495 0.0612 -0.0321 0.3849
H -2.750 -2.893 -1.049 -0.0497 0.4170 0.1649
H -3.201 0.481 1.713 -0.0388 -0.2474 -0.3717
H -2.895 1.481 -0.789 0.0795 -0.3558 0.1086
C 0.676 -3.307 -0.781 0.1575 0.7617 -0.0512
C 0.318 -2.599 -1.967 0.4540 0.3034 0.5031
C 1.238 -1.519 -2.133 -0.1752 -0.2741 0.6806
H -0.483 -2.860 -2.653 0.1738 0.0515 0.1715
C 2.162 -1.554 -1.040 -0.6521 -0.2007 0.0976
C 1.811 -2.656 -0.202 -0.4341 0.3090 -0.4591
H 2.311 -2.956 0.717 -0.1293 0.0793 -0.2445
H 0.191 -4.201 -0.396 0.0629 0.2602 -0.0321
H 1.289 -0.850 -2.987 -0.0878 -0.1246 0.2193
H 3.001 -0.875 -0.898 -0.2230 -0.2175 -0.0115
O 2.083 6.164 0.461 0.2866 1.4653 0.1479
C 2.055 6.928 -0.765 -0.4721 -0.2280 -0.4411
C 2.583 8.347 -0.499 0.4369 -0.4636 0.4265
H 1.012 6.974 -1.131 0.2922 -0.0699 0.1945
H 2.640 6.388 -1.526 -0.0802 0.1850 0.2358
C 2.339 8.519 1.015 -0.6264 -0.4107 -0.4779
H 2.078 9.100 -1.109 0.1109 -0.1315 0.0771
H 3.663 8.377 -0.702 -0.2745 0.0952 -0.0200
C 2.463 7.077 1.528 0.4395 -0.2168 0.2998
H 1.315 8.885 1.176 0.2663 -0.0154 0.0439
H 3.044 9.207 1.487 -0.1084 -0.1524 -0.0111
H 1.836 6.877 2.408 0.1005 0.0074 -0.3236
H 3.515 6.886 1.819 -0.3833 -0.1005 -0.1780
C -2.071 -8.616 0.946 -0.1063 -0.4448 -0.1666
C -1.638 -7.244 1.342 0.0538 0.3893 0.1895
C -0.348 -7.054 1.843 -0.1500 0.0775 -0.1475
C 0.059 -5.809 2.307 -0.1933 0.3704 0.0966
C -0.864 -4.750 2.340 -0.1062 -0.2110 -0.4000
C -2.138 -4.914 1.771 0.4196 -0.0513 0.0975
C -2.510 -6.154 1.260 0.2621 -0.1161 0.0896
S -0.446 -3.214 3.181 -0.1611 -0.8733 -0.4802
O -1.560 -2.957 4.063 0.4400 0.2388 -0.2226
O 0.862 -3.452 3.740 -0.1964 0.4484 0.0715
O -0.383 -2.185 2.072 0.1495 0.5691 -0.0877
H -1.407 -9.042 0.186 -0.0963 0.0472 0.0492
H -2.040 -9.291 1.810 -0.0403 0.1052 -0.1303
H -3.090 -8.617 0.555 0.0836 -0.0278 0.0038
H 0.325 -7.915 1.867 -0.0646 0.3396 0.0176
H 1.086 -5.656 2.645 -0.4373 0.0225 0.1163
H -2.835 -4.079 1.719 0.2121 -0.2807 0.1933
H -3.494 -6.301 0.812 0.1917 0.1154 0.1673
```
Positions in Å, forces in eV/Å.

For the energy above the lowest of the compared OMol25 structures with the same formula, charge and spin, the calculation gives 0.000 eV. The electronic energy is -2496.41175 Eh. The calculation puts the HOMO energy (spin up / spin down) at -8.119 / -8.205 eV. The spin multiplicity is 7.

Atom charges from the Mulliken analysis, given in e for atoms 1 to 2: atom 1 (O): -0.2268, atom 2 (C): -0.5584



[3]
Formula: C26H35F18O13Zr
Source: the Open Molecules 2025 dataset
Level of theory: wB97M-V/def2-TZVPD

The geometry in XYZ format:
```
93
Properties=species:S:1:pos:R:3:forces:R:3
Zr -8.992 -20.571 -15.145 -6.5547 -8.7396 -0.5578
C -12.682 -23.151 -15.971 -0.1154 0.5820 0.7730
C -11.383 -23.231 -15.066 -1.0100 -1.3054 -1.1839
O -10.622 -22.060 -15.075 4.1727 5.4016 0.1958
H -13.298 -24.049 -16.029 0.9573 -0.7988 0.2166
H -12.466 -22.863 -17.000 0.0950 0.2249 0.2018
H -13.439 -22.528 -15.496 0.3881 0.7893 -0.2019
H -10.767 -24.048 -15.443 0.2047 -0.1026 0.1436
H -11.656 -23.420 -14.027 -0.0576 0.0102 0.1535
C -12.942 -24.018 -10.505 -1.1933 -0.7039 -0.0754
C -11.654 -23.315 -10.774 0.4829 -0.6349 0.9835
O -10.641 -24.326 -10.501 2.2230 -0.7125 -0.3961
C -9.415 -24.283 -11.049 -2.4561 1.1354 -0.2489
O -9.091 -23.500 -11.914 0.4470 0.3148 -0.3396
C -8.446 -25.349 -10.567 -0.7563 0.2926 4.1356
F -9.059 -26.135 -9.658 0.3027 0.2219 -0.6501
F -7.998 -26.054 -11.522 0.9360 -1.2349 -1.9397
F -7.407 -24.761 -9.899 -0.5425 0.0272 -0.8397
H -13.783 -23.462 -10.918 0.0047 -0.0071 -0.1191
H -13.219 -24.256 -9.478 0.5623 0.5255 0.2450
H -12.909 -25.011 -10.952 -0.0891 0.0948 -0.4595
H -11.432 -22.573 -10.006 -0.1691 0.5886 -0.5392
H -11.609 -22.981 -11.810 0.3213 0.2104 0.1929
C -5.111 -22.778 -19.134 0.4126 0.4708 -0.4715
C -6.189 -22.144 -18.273 2.7870 1.1294 -0.1087
O -7.363 -22.759 -18.658 -5.0035 -1.3706 1.1069
C -8.535 -22.676 -18.021 3.4075 1.4206 -1.4399
O -8.733 -21.827 -17.107 -0.0622 0.3111 0.3444
C -9.615 -23.581 -18.726 -0.6706 -0.5377 0.8997
F -10.624 -22.771 -19.002 -0.1798 0.1340 -0.1313
F -9.196 -24.182 -19.814 0.1649 0.4649 0.6904
F -10.039 -24.502 -17.825 0.4732 0.6647 -0.5387
H -5.082 -23.862 -19.027 0.3147 0.1691 0.1934
H -4.160 -22.265 -18.987 0.1961 -0.4596 0.7223
H -5.230 -22.543 -20.192 -0.7405 -0.1467 -0.0596
H -6.187 -21.074 -18.484 -0.5098 0.1649 -0.0859
H -5.974 -22.249 -17.209 -0.2555 -0.3659 0.1735
C -4.422 -22.061 -12.026 -0.2911 0.5690 -1.1403
C -5.751 -22.064 -12.779 -0.7941 0.8107 2.0870
O -5.921 -23.214 -13.591 -1.4292 -1.5216 -2.5429
C -6.971 -23.388 -14.399 4.6357 -0.1545 3.4128
O -7.773 -22.505 -14.594 -2.5921 3.3540 -1.2441
C -7.048 -24.853 -14.901 1.0180 0.4357 -1.0768
F -7.738 -25.493 -14.009 0.3242 -0.7997 0.1832
F -7.774 -24.787 -16.035 0.5585 -0.3869 -0.1813
F -5.786 -25.362 -15.133 -2.7787 0.8686 0.4640
H -4.191 -23.081 -11.717 0.2672 0.2967 0.1480
H -4.499 -21.352 -11.201 -0.2516 -0.4104 0.3049
H -3.670 -21.587 -12.656 0.3577 -0.6480 -0.0752
H -5.959 -21.121 -13.283 0.3020 0.0304 -0.6931
H -6.555 -22.152 -12.048 -0.1860 -0.0469 0.2098
C -10.114 -16.040 -13.625 -0.8295 -0.8433 -0.0062
C -11.275 -16.533 -14.496 2.4786 2.0719 -2.6380
O -12.130 -17.441 -13.901 -0.9591 -3.8635 1.6474
C -11.837 -18.730 -13.847 -0.5300 2.9268 -0.9215
O -10.837 -19.233 -14.388 2.4325 -0.9076 -0.5629
C -12.895 -19.626 -13.178 -1.6419 0.6208 1.4198
F -13.615 -18.902 -12.273 0.4248 -0.7521 -2.0710
F -13.634 -20.237 -14.138 0.5806 1.0748 1.0656
F -12.291 -20.543 -12.461 0.7702 -0.8596 -0.0961
H -9.504 -16.907 -13.371 0.0333 -0.0432 0.5735
H -10.568 -15.571 -12.752 0.6127 0.0990 0.1434
H -9.431 -15.387 -14.168 -0.4942 0.3005 -0.0396
H -10.878 -16.966 -15.414 0.1434 -0.4209 -0.0561
H -11.829 -15.694 -14.919 -0.6106 -0.1001 0.7369
C -12.237 -26.773 -17.528 0.2842 -0.3858 0.2615
C -11.041 -27.649 -17.988 -1.0199 1.0196 0.1145
O -10.995 -28.816 -17.187 0.6025 -1.6490 1.6880
C -10.380 -28.856 -15.969 1.0666 2.0369 -1.0642
O -9.835 -27.895 -15.435 -1.0742 -1.5106 -0.8713
C -10.322 -30.265 -15.280 -0.7703 -0.3607 -0.9110
F -11.063 -30.159 -14.191 -0.1933 0.0260 0.6740
F -10.851 -31.251 -16.032 0.6405 0.7933 0.2741
F -9.076 -30.582 -14.932 -0.3317 0.2501 -0.3276
H -12.082 -26.490 -16.487 0.1965 0.4602 -0.0138
H -13.186 -27.308 -17.490 0.1985 -0.4966 -0.3256
H -12.432 -25.922 -18.180 0.3596 0.1509 0.0643
H -10.081 -27.134 -17.959 -0.0542 0.1212 0.2430
H -11.212 -27.960 -19.019 0.0754 -0.3790 0.1865
C -16.259 -25.051 -17.088 -0.8574 -0.9755 0.5801
C -16.401 -26.607 -16.883 0.6942 0.1287 0.2080
O -17.793 -27.004 -16.897 -0.7817 0.5102 -0.0133
C -18.258 -28.153 -16.360 3.4741 -2.7875 -0.0002
O -17.552 -29.056 -15.882 -1.9550 2.9723 -0.9664
C -19.762 -28.414 -16.628 0.7417 -1.7762 0.8531
F -19.910 -29.573 -17.347 0.2731 1.3141 0.7739
F -20.348 -28.586 -15.430 -0.0460 0.0415 -0.4818
F -20.313 -27.443 -17.266 -0.9516 1.1288 -0.7976
H -16.858 -24.591 -16.303 -0.4685 0.2148 -0.3989
H -16.544 -24.751 -18.096 -0.4441 -0.0456 0.2084
H -15.289 -24.579 -16.931 0.5346 -0.8560 0.0355
H -15.974 -26.965 -15.946 0.0357 0.2493 0.1384
H -15.862 -27.137 -17.669 -0.2683 -0.1246 -0.1680
```
Positions in Å, forces in eV/Å.

For the energy above the lowest of the compared OMol25 structures with the same formula, charge and spin, the calculation gives 0.000 eV. The electronic energy is -3833.33128 Eh. The calculation puts the HOMO energy at -15.130 eV. The spin multiplicity is 1. As for the net charge: +3.

Atom charges from the Mulliken analysis, given in e for atoms 1 to 2: atom 1 (Zr): 2.1576, atom 2 (C): -1.0952